Below is C4H2AgLiO2 as an isolated structure, with properties calculated with the ωB97M-V functional and the def2-TZVPD basis.

## Properties
expectation value of S²	0.78
E_LUMO (alpha / beta)	-4.95 / -5.00	eV
net charge	+1
HOMO-LUMO gap (alpha / beta)	6.406 / 8.268	eV
energy relative to the best compared isomer or geometry (same formula, charge and spin)	0.0	kJ/mol
spin multiplicity	2
HOMO level (alpha / beta)	-11.359 / -13.264	eV

Each line ends with the Mulliken charge.
CARTESIAN COORDINATES (ANGSTROEM)
H (0.250, -1.848, -1.983)  0.271
O (1.007, 0.044, -2.351)  -0.715
C (0.469, -0.848, -1.563)  -0.153
C (0.052, -0.679, -0.308)  0.739
C (-0.477, -0.532, 0.902)  -0.744
Li (1.333, 1.702, -2.716)  0.915
O (-0.922, 0.903, 2.669)  -0.571
C (-0.356, 0.762, 1.561)  0.490
Ag (-1.649, -1.078, 2.608)  0.431
H (0.292, 1.575, 1.181)  0.337